(1)
Here is C5H8O2 as an isolated structure from the OMol25 dataset. Energies are from ωB97M-V/def2-TZVPD.

```
! RIJCOSX wB97M-V def2-TZVPD def2/J DEFGRID3
* xyz 0 1
O -1.04170 0.92242 0.38716
C -1.47981 -0.35890 -0.09248
C -0.12706 -1.02954 -0.34509
C 0.62743 -0.61254 0.94565
C 0.38698 0.77087 0.33413
O 1.02282 1.87780 0.82135
C 0.61272 0.13112 -1.05643
H 0.64719 2.64928 0.37446
H -2.07973 -0.86144 0.67501
H -2.08142 -0.23730 -1.00071
H -0.12163 -2.05143 -0.72373
H 0.16061 -0.81054 1.91457
H 1.67907 -0.90631 0.93719
H 0.13001 0.60366 -1.91792
H 1.66452 -0.08713 -1.25317
*
```

E_HOMO in eV: -9.5
Electronic energy in hartree: -345.75095
ΔE to the lowest compared entry with this formula, charge and spin in kcal per mole: 33.9
Kohn-Sham gap in eV: 10.42
F_max in eV/Å: 0.27

---

(2)
Here is a 5-piece molecular cluster, C26H45BCl2O7 overall at a distorted geometry from the OMol25 dataset. Energies are from ωB97M-V/def2-TZVPD.

```
! RIJCOSX wB97M-V def2-TZVPD def2/J DEFGRID3
* xyz 0 1
C 2.07103 -1.69817 5.63231
C 1.77385 -0.59423 6.04580
C 1.49876 0.80170 6.69232
B 1.54375 2.02721 5.65197
C 0.67551 3.36414 6.04421
C -0.60315 3.35290 5.11322
O -0.54745 3.66283 3.93722
O -1.86486 2.98421 5.63039
C -2.71258 2.47158 4.60371
C -2.69833 0.93082 4.19351
O -3.50922 3.16426 4.02273
C 2.32673 2.05678 4.23940
Cl 1.33494 1.11650 3.02277
C 3.83340 1.55028 4.27679
C 4.66451 2.51476 3.28212
Cl 4.63957 1.68662 5.90442
H 2.12169 -2.76057 5.31412
H 2.35698 0.98036 7.42622
H 0.56524 0.80103 7.34399
H 1.24994 4.31490 5.83339
H 0.30114 3.30298 7.11141
H -2.35696 0.27648 5.05782
H -2.12042 0.75381 3.24558
H -3.77499 0.65986 3.97117
H 2.32796 3.13808 3.88643
H 3.87038 0.51999 3.81561
H 5.50444 1.97169 2.76514
H 5.13990 3.29218 3.96640
H 4.00343 3.07108 2.56271
C 4.27232 -2.76360 0.77355
C 5.38678 -2.84988 1.79852
C 5.86167 -1.40979 1.86991
O 4.72333 -0.58427 1.59113
C 3.66220 -1.41115 1.08691
H 3.55230 -3.58023 0.83715
H 4.69535 -2.75826 -0.23567
H 4.97763 -3.15677 2.76624
H 6.18074 -3.54705 1.52760
H 6.62110 -1.20321 1.10809
H 6.27164 -1.15097 2.84908
H 2.89930 -1.49138 1.86980
H 3.21384 -0.94092 0.21145
C 0.25269 1.76413 -0.96926
C -0.77964 0.66995 -1.15578
C 0.03028 -0.41282 -1.84445
O 1.38102 -0.27962 -1.37747
C 1.50824 0.96462 -0.67515
H 0.00446 2.47275 -0.17773
H 0.37460 2.32240 -1.90274
H -1.12455 0.31522 -0.17901
H -1.65143 0.98110 -1.73265
H 0.03496 -0.27592 -2.92976
H -0.33737 -1.41690 -1.62235
H 1.59312 0.74023 0.39286
H 2.41788 1.47658 -0.99675
C -1.53824 -0.98345 -7.52357
C -0.12201 -1.48957 -7.33714
C 0.19470 -1.02619 -5.92702
O -1.04422 -1.01759 -5.20569
C -2.12485 -1.17372 -6.13733
H -2.09581 -1.51205 -8.29764
H -1.52147 0.08051 -7.77992
H -0.10996 -2.58290 -7.38281
H 0.58226 -1.10975 -8.07848
H 0.59264 -0.00552 -5.92362
H 0.90880 -1.67955 -5.42116
H -2.53119 -2.18275 -6.01341
H -2.91183 -0.45237 -5.91169
C -6.69851 -1.36168 -3.28387
C -7.60903 -1.01458 -4.44392
C -6.61367 -0.78183 -5.56541
O -5.48733 -1.62955 -5.30304
C -5.60023 -2.15061 -3.97195
H -7.19239 -1.92318 -2.48992
H -6.28531 -0.44615 -2.84946
H -8.24817 -1.87012 -4.68290
H -8.25004 -0.15210 -4.25736
H -6.25936 0.25464 -5.57378
H -7.02714 -1.01608 -6.54856
H -5.86199 -3.21161 -4.04812
H -4.63866 -2.06515 -3.46168
*
```

SMILES string: C#CCB(CC(=O)OC(C)=O)[C@H](Cl)[C@@H](C)Cl.C1CCOC1.C1CCOC1.C1CCOC1.C1CCOC1
E_HOMO in eV: -9.1
Electronic energy in hartree: -2489.44481
Kohn-Sham gap in eV: 8.98
F_max in eV/Å: 3.04

---

(3)
Here is C10H20ClIO3PSc as an isolated structure at a distorted geometry from the OMol25 dataset. Energies are from ωB97M-V/def2-TZVPD.

```
! RIJCOSX wB97M-V def2-TZVPD def2/J DEFGRID3
* xyz 2 1
C -1.13639 1.03614 -2.51011
C -0.95130 -0.18263 -1.63487
H -1.80703 0.80036 -3.34574
H -0.17799 1.39935 -2.93093
H -1.58051 1.87730 -1.93755
O -1.61150 -1.18618 -1.73859
I 1.34050 -1.03021 2.42628
Sc 0.27382 0.72778 0.31514
P 2.07479 -0.63313 -1.23360
C 2.46873 -2.41407 -1.27894
C 2.21667 -0.23176 -3.00211
H 3.57451 1.06867 -0.32139
H 4.43180 -0.12371 -1.35837
H 3.95750 -0.55054 0.32587
C 3.67216 0.00566 -0.57637
H 2.15477 0.85279 -3.13965
H 3.18445 -0.60007 -3.36046
H 3.37834 -2.55250 -1.87823
H 1.63641 -2.95538 -1.74227
H 1.40800 -0.71902 -3.55401
H 2.62822 -2.79145 -0.26239
C -0.06870 -1.69176 0.30137
O -0.38022 -2.81417 0.30633
Cl 1.16790 2.83269 -0.07694
C -2.35798 1.24354 3.44846
C -3.37427 0.31907 2.77692
C -2.64418 -0.28618 1.58143
O -1.56052 0.65941 1.30942
C -1.52361 1.75783 2.27846
H -2.80115 2.06071 4.02969
H -1.72274 0.67270 4.13330
H -4.22624 0.90163 2.42829
H -3.76079 -0.45416 3.44620
H -2.21889 -1.27428 1.79341
H -3.21889 -0.37109 0.66255
H -1.97204 2.63238 1.78592
H -0.47361 2.01426 2.53349
*
```

E_HOMO (alpha / beta) in eV: -16.5 / -16.9
Electronic energy in hartree: -2478.15579
ΔE to the lowest compared entry with this formula, charge and spin in kcal per mole: 0.0
Kohn-Sham gap (alpha / beta) in eV: 5.53 / 7.50
F_max in eV/Å: 5.17

---

(4)
Here is a 7-piece molecular cluster, C35H41F18N2O14 overall at a distorted geometry from the OMol25 dataset. Energies are from ωB97M-V/def2-TZVPD.

```
! RIJCOSX wB97M-V def2-TZVPD def2/J DEFGRID3
* xyz 1 1
C 3.51490 -3.51656 1.93424
C 2.33132 -2.90261 1.43695
C 0.72901 -2.48949 1.19680
C -0.03645 -3.27041 -0.03616
C -1.62620 -2.91140 -0.26636
C -2.38531 -1.79429 0.71915
N -3.85538 -1.57379 0.45134
C -4.27023 -0.12553 0.54027
C -4.41273 0.78469 1.89372
O -4.50797 0.50737 -0.64052
C -4.75210 -2.50520 1.23076
C -5.15934 -3.93544 0.48193
O -5.21700 -2.32760 2.46912
C -1.47876 -1.08829 1.88768
N 0.00346 -1.45819 2.05330
H 4.45325 -4.09472 2.37305
H 0.44438 -4.05367 -0.76136
H -2.24846 -3.46242 -1.11851
H -3.44422 1.43319 2.13586
H -4.75894 0.21138 2.85260
H -5.26440 1.59130 1.67210
H -4.45459 -4.79190 0.91621
H -4.88231 -3.84545 -0.66899
H -6.27116 -4.25158 0.67493
H -1.94974 -0.30525 2.62067
H 0.57938 -1.01922 2.82599
C -3.01760 2.60454 -1.32685
C -2.23204 2.69054 -2.62256
O -1.11325 3.57816 -2.47607
C 0.00818 3.04584 -1.89355
O 0.09029 1.88464 -1.50196
C 1.13239 4.07957 -1.84674
F 0.70433 5.30592 -1.42896
F 1.70230 4.27395 -3.07071
F 2.14647 3.72801 -1.00671
H -3.31476 3.60276 -0.98973
H -3.91466 1.99290 -1.45797
H -2.41335 2.16594 -0.52686
H -2.86860 3.10865 -3.40902
H -1.90586 1.70176 -2.96458
C -6.97642 -1.23991 -5.56579
C -6.08207 -1.30438 -4.34131
O -6.00714 -2.64819 -3.84171
C -5.11527 -3.47803 -4.47116
O -4.40713 -3.13292 -5.41346
C -5.10201 -4.85500 -3.80905
F -6.35538 -5.32742 -3.54904
F -4.44593 -4.84327 -2.61318
F -4.49048 -5.80702 -4.56884
H -7.96229 -1.66156 -5.34518
H -7.09977 -0.20626 -5.90099
H -6.55863 -1.82413 -6.39138
H -6.51158 -0.69168 -3.54214
H -5.08207 -0.90703 -4.54905
C 1.38452 5.16664 -6.60915
C 0.51811 4.90884 -7.82826
O -0.76354 4.39418 -7.43640
C -1.69155 5.32217 -7.03904
O -1.47772 6.53104 -7.00146
C -3.01865 4.64494 -6.70023
F -2.85926 3.52143 -5.94258
F -3.69610 4.25504 -7.81814
F -3.86752 5.45212 -6.00348
H 1.46430 4.26361 -5.99552
H 2.38815 5.48251 -6.90741
H 0.95103 5.94506 -5.97385
H 0.98857 4.14552 -8.45640
H 0.40764 5.80868 -8.44399
C 2.34498 -5.22851 7.66043
C 0.90885 -5.17835 7.17219
O 0.49106 -3.81936 6.97309
C 0.85914 -3.24192 5.78508
O 1.51176 -3.81696 4.91795
C 0.30839 -1.82023 5.68449
F 0.48024 -1.10538 6.83391
F -1.03087 -1.80564 5.42592
F 0.89464 -1.08923 4.69478
H 2.46786 -4.61540 8.55898
H 2.64027 -6.25633 7.88935
H 3.03228 -4.83027 6.90777
H 0.24858 -5.60548 7.93387
H 0.77081 -5.76869 6.25924
C 1.89126 8.37677 0.61076
C 2.67682 8.46276 -0.68495
O 3.79562 9.35038 -0.53845
C 4.91704 8.81807 0.04407
O 4.99916 7.65686 0.43566
C 6.04126 9.85179 0.09088
F 5.61320 11.07815 0.50865
F 6.61117 10.04618 -1.13309
F 7.05534 9.50023 0.93090
H 1.59411 9.37498 0.94789
H 0.99421 7.76513 0.47965
H 2.49551 7.93817 1.41075
H 2.04027 8.88088 -1.47141
H 3.00301 7.47399 -1.02696
C 8.87258 -6.46854 5.12653
C 7.91738 -6.22072 3.97346
O 6.77197 -7.08037 4.07377
C 5.77579 -6.66356 4.91886
O 5.82343 -5.62529 5.57324
C 4.60209 -7.64145 4.89058
F 5.00012 -8.94518 4.95027
F 3.86255 -7.52293 3.75053
F 3.73446 -7.46444 5.92666
H 9.14547 -7.52736 5.17972
H 9.78255 -5.87324 5.01008
H 8.41062 -6.21111 6.08454
H 8.41444 -6.46251 3.02847
H 7.61450 -5.16896 3.91761
*
```

E_HOMO in eV: -12.6
Electronic energy in hartree: -4318.01349
Kohn-Sham gap in eV: 7.34
F_max in eV/Å: 10.10

---

(5)
Here is a 10-piece molecular cluster, H20O10 overall at a distorted geometry from the OMol25 dataset. Energies are from ωB97M-V/def2-TZVPD.

```
! RIJCOSX wB97M-V def2-TZVPD def2/J DEFGRID3
* xyz 0 1
O -1.21287 3.32252 0.10481
H -0.80159 3.23076 0.86748
H -0.60306 3.01785 -0.62653
O -0.80115 -2.45610 2.98062
H -0.55549 -2.83080 2.04963
H -0.20660 -2.80062 3.56187
O -2.18505 0.47878 -0.54667
H -2.00044 1.48799 -0.49814
H -2.75242 0.15485 0.16425
O 1.07679 3.02220 2.13076
H 0.81003 2.16057 1.82651
H 1.96533 3.22209 2.01480
O 1.54739 0.12883 1.96935
H 0.67949 0.25485 2.35544
H 1.65216 -0.86403 1.81173
O 0.09972 1.73303 -2.79107
H 0.71522 1.66983 -3.68772
H -0.20455 0.86820 -2.86196
O 2.22819 -0.69700 -1.94331
H 2.89816 -0.68473 -1.22491
H 1.83969 0.18238 -1.90019
O -2.29142 -1.90266 -2.10189
H -3.11477 -1.89867 -1.75985
H -1.76327 -1.41261 -1.52928
O 0.07847 -3.89863 0.72954
H 0.82415 -3.72172 0.21761
H -0.78040 -4.41655 0.12154
O 1.16877 1.07086 -0.48486
H 1.10700 0.28244 0.07092
H 0.58256 1.29611 -1.02046
*
```

SMILES string: O.O.O.O.O.O.O.O.O.O
E_HOMO in eV: -10.9
Electronic energy in hartree: -764.26054
ΔE to the lowest compared entry with this formula, charge and spin in kcal per mole: 138.9
Kohn-Sham gap in eV: 10.73
F_max in eV/Å: 12.12

---

(6)
Here is C5H7N as an isolated structure at a distorted geometry from the OMol25 dataset. Energies are from ωB97M-V/def2-TZVPD.

```
! RIJCOSX wB97M-V def2-TZVPD def2/J DEFGRID3
* xyz 0 1
C 0.78533 0.28253 1.03583
C 0.64321 0.84773 -0.38852
C -0.08749 -0.20100 -1.19686
C -0.31750 -1.32296 -0.18997
N -0.56241 -0.34838 0.92618
C -0.79138 0.71673 -0.10303
H 0.71634 1.09536 1.76634
H 1.59237 -0.40226 1.29971
H 1.17530 1.66662 -0.84938
H -0.99093 0.12733 -1.70335
H -1.20168 -1.91341 -0.43269
H 0.52188 -2.00299 0.01908
H -1.54633 1.50192 -0.12331
*
```

E_HOMO in eV: -8.5
Electronic energy in hartree: -249.29345
ΔE to the lowest compared entry with this formula, charge and spin in kcal per mole: 112.8
Kohn-Sham gap in eV: 9.69
F_max in eV/Å: 2.31

---

(7)
Here is C2CrF3NO6S2 as an isolated structure at a distorted geometry from the OMol25 dataset. Energies are from ωB97M-V/def2-TZVPD.

```
! RIJCOSX wB97M-V def2-TZVPD def2/J DEFGRID3
* xyz -1 6
N -0.75253 -0.88149 2.10038
S -0.90757 0.79735 2.07841
O 0.36114 1.38821 1.40914
S -0.29367 -1.65810 0.82222
O -0.17501 -0.84385 -0.43114
O -0.97828 -2.94187 0.65758
C 1.47305 -2.16437 1.13266
F 2.24357 -1.10290 1.30195
F 1.53069 -2.91989 2.22133
F 1.92078 -2.86203 0.09877
O -1.84512 3.97873 3.30879
C -1.65967 4.18368 2.17793
O -1.25819 4.53767 1.14204
O -1.97067 1.09767 0.97948
Cr -0.39792 1.20874 -0.51568
*
```

E_HOMO (alpha / beta) in eV: -2.8 / -5.7
Electronic energy in hartree: -2722.92205
ΔE to the lowest compared entry with this formula, charge and spin in kcal per mole: 0.0
Kohn-Sham gap (alpha / beta) in eV: 5.59 / 8.57
F_max in eV/Å: 1.99

---

(8)
Here is one molecule with the formula C7H13N at a distorted geometry from the OMol25 dataset. Energies are from ωB97M-V/def2-TZVPD.

```
! RIJCOSX wB97M-V def2-TZVPD def2/J DEFGRID3
* xyz 0 1
C -1.35587 1.21705 1.79408
C -0.21961 0.20942 1.89570
C 0.70380 0.28003 0.68490
C 0.99520 -2.16088 -3.60684
C 0.26637 -1.77461 -2.55987
C 0.82951 -0.99045 -1.46256
C 0.11119 -0.34858 -0.53253
N -0.97566 2.44568 2.48616
H -1.72770 1.41115 0.78208
H -2.25036 0.82327 2.29383
H -0.64912 -0.79127 1.98187
H 0.36128 0.37670 2.80164
H 0.89398 1.34731 0.46223
H 1.72909 -0.07890 0.79594
H 2.03920 -1.87282 -3.54858
H 0.57448 -2.72447 -4.42293
H -0.78924 -2.02442 -2.50970
H 1.91242 -0.93847 -1.36823
H -0.96404 -0.32008 -0.69021
H 0.00187 2.63923 2.48498
H -1.48679 3.27509 2.23806
*
```

SMILES string: C=C/C=C/CCCN
E_HOMO in eV: -8.5
Electronic energy in hartree: -329.21782
ΔE to the lowest compared entry with this formula, charge and spin in kcal per mole: 33.7
Kohn-Sham gap in eV: 9.66
F_max in eV/Å: 1.41